1.
C3H3N2O4P | the ωB97M-V functional and the def2-TZVPD basis

Properties
Max |F| ... 4.40 eV Å⁻¹
E_HOMO ... 0.5 eV
Structure (SMILES) ... N=P([O-])([O-])Oc1ccon1
Multiplicity ... 1
Total charge ... -2
Relative energy (zero: lowest compared OMol25 entry of this formula, charge and spin) ... 96.93 kcal per mole
Orbital gap ... 5.897 eV

Each line ends with the natural charge from an NBO analysis.
Element x y z (Å)
N -1.432 -0.361 0.908  -1.463
P -2.660 0.024 -0.009  2.392
O -3.750 0.779 0.712  -1.220
O -2.953 -0.775 -1.265  -1.202
O -1.761 1.585 -0.748  -0.761
C -0.516 1.413 -0.487  0.501
C 0.154 0.167 -0.634  -0.350
C 1.415 0.445 -0.258  0.060
O 1.608 1.671 0.096  -0.385
N 0.327 2.334 -0.099  -0.317
H -1.528 -0.002 1.782  0.345
H -0.378 -0.684 -0.829  0.258
H 2.261 -0.260 -0.096  0.142


2.
C3H3N2OP | the ωB97M-V functional and the def2-TZVPD basis

Properties
Max |F| ... 6.24 eV Å⁻¹
E_HOMO ... -11.5 eV
Structure (SMILES) ... COP(C#N)C#N
Multiplicity ... 1
Total charge ... 0
Relative energy (zero: lowest compared OMol25 entry of this formula, charge and spin) ... 24.74 kcal per mole
Orbital gap ... 11.441 eV

Each line ends with the natural charge from an NBO analysis.
Element x y z (Å)
C 0.137 -0.208 0.361  -0.244
O -0.884 -0.013 1.296  -0.792
P -2.426 0.213 1.091  1.215
C -2.474 1.492 -0.248  -0.125
N -2.569 2.254 -1.085  -0.260
C -2.976 -1.091 -0.413  -0.057
N -3.229 -1.970 -1.066  -0.337
H 0.750 -0.912 0.838  0.203
H 0.679 0.738 0.193  0.200
H -0.272 -0.578 -0.538  0.198


3.
C3H3N2OP | the ωB97M-V functional and the def2-TZVPD basis

Properties
Max |F| ... 3.66 eV Å⁻¹
E_HOMO ... -8.3 eV
Structure (SMILES) ... O=C=NNC=C=P
Multiplicity ... 1
Total charge ... 0
Relative energy (zero: lowest compared OMol25 entry of this formula, charge and spin) ... 77.83 kcal per mole
Orbital gap ... 8.211 eV

Each line ends with the natural charge from an NBO analysis.
Element x y z (Å)
O 2.772 0.629 -0.020  -0.520
C 1.651 0.968 0.026  0.836
N 0.587 1.451 0.139  -0.375
N -0.718 1.232 -0.181  -0.407
C -1.190 -0.047 -0.346  -0.102
C -0.452 -1.078 -0.191  -0.472
P 0.697 -2.242 0.005  0.463
H -1.389 1.930 -0.144  0.401
H -2.286 -0.184 -0.504  0.236
H 0.328 -2.658 1.218  -0.060


4.
C3H3N2S | the ωB97M-V functional and the def2-TZVPD basis

Properties
Max |F| ... 3.18 eV Å⁻¹
E_HOMO (alpha / beta) ... -3.7 / -3.7 eV
Multiplicity ... 1
Total charge ... -1
Relative energy (zero: lowest compared OMol25 entry of this formula, charge and spin) ... 74.06 kcal per mole
Orbital gap (alpha / beta) ... 6.796 / 6.794 eV

Each line ends with the natural charge from an NBO analysis.
Element x y z (Å)
C 0.117 -1.268 0.047  -0.250
C 1.281 0.520 0.011  0.100
C -0.776 -0.240 -0.040  0.093
N 1.397 -0.781 0.075  -0.490
N -0.023 0.898 -0.055  -0.595
S -3.630 0.151 -0.008  -0.628
H -0.068 -2.324 0.082  0.191
H 2.103 1.213 0.021  0.166
H -0.402 1.830 -0.133  0.413


5.
C3H3N2S3 | the ωB97M-V functional and the def2-TZVPD basis

Properties
Max |F| ... 4.36 eV Å⁻¹
E_HOMO (alpha / beta) ... -2.8 / -2.8 eV
Multiplicity ... 1
Total charge ... -1
Relative energy (zero: lowest compared OMol25 entry of this formula, charge and spin) ... 107.77 kcal per mole
Orbital gap (alpha / beta) ... 6.055 / 6.037 eV

Each line ends with the natural charge from an NBO analysis.
Element x y z (Å)
C 4.153 -0.375 -0.005  -0.387
C 2.012 1.234 -0.105  -0.085
C 0.071 -0.107 0.284  -0.404
N 2.060 -1.086 -0.060  -0.434
N 1.422 0.098 0.012  -0.242
S 5.350 -1.409 0.118  -0.055
S 1.164 2.760 -0.046  -0.498
S 3.842 1.233 -0.092  0.442
H -0.517 0.639 -0.226  0.235
H -0.159 -1.036 -0.183  0.216
H 0.057 -0.195 1.441  0.214


6.
C3H3N3 | the ωB97M-V functional and the def2-TZVPD basis

Properties
Max |F| ... 6.01 eV Å⁻¹
E_HOMO (alpha / beta) ... -8.4 / -8.4 eV
Multiplicity ... 1
Total charge ... 0
Relative energy (zero: lowest compared OMol25 entry of this formula, charge and spin) ... 119.20 kcal per mole
Orbital gap (alpha / beta) ... 7.716 / 7.918 eV

Each line ends with the natural charge from an NBO analysis.
Element x y z (Å)
C -2.147 -0.319 0.269  0.138
C 1.123 -0.851 -0.066  0.151
C -1.068 0.533 0.216  0.229
N -2.867 -1.229 0.555  -0.246
N 1.893 0.009 -0.453  -0.667
N -0.966 1.664 -0.173  -0.541
H 1.250 -1.897 0.297  0.178
H 2.919 -0.031 -0.434  0.382
H -0.137 2.122 -0.210  0.375